Record 1
# CH2BrF2NO2S

2 unconnected molecules or ions with the total composition CH2BrF2NO2S in a non-equilibrium geometry (ωB97M-V/def2-TZVPD, the OMol25 dataset).

The HOMO energy comes out at -8.71 eV. The spin multiplicity is 1.

Geometry (Å):
1 C 1.7082 0.6956 0.2668
2 N -1.7716 -0.6551 -0.9856
3 O -2.6901 -0.5465 1.2566
4 O 0.5785 0.2699 0.6054
5 F 1.9050 1.9798 0.0288
6 F 2.4743 -0.0090 -0.7704
7 S -1.5081 -1.0226 0.6473
8 Br 3.0929 0.4492 1.8747
9 H -2.6638 -0.3919 -1.2310
10 H -1.1251 -0.7696 -1.6926

Record 2
# CH2BrF2NO2S

2 unconnected molecules or ions with the total composition CH2BrF2NO2S in a non-equilibrium geometry (ωB97M-V/def2-TZVPD, the OMol25 dataset).

The HOMO energy (spin up / spin down) comes out at -9.60 / -9.75 eV. The spin multiplicity is 1.

Geometry (Å):
1 C 3.2160 -0.8031 0.4799
2 N -0.0986 -0.2045 0.0665
3 O 0.9123 -1.7752 -1.6107
4 O -0.3878 -2.6525 0.3798
5 F 3.8238 -1.6501 -0.3367
6 F 3.8372 -0.8026 1.6660
7 S 0.5271 -1.7093 -0.2366
8 Br 2.9910 0.8766 -0.2770
9 H -0.2891 0.2460 -0.7936
10 H -0.7560 -0.3226 0.8015

Energy above the lowest of the compared OMol25 structures with the same formula, charge and spin: 211.6, 280.6 (kJ/mol)